Formula: C2H6O3PS
Source: the Open Molecules 2025 dataset
Level of theory: ωB97M-V/def2-TZVPD

Geometry as XYZ:
```
13
Properties=species:S:1:pos:R:3:nbo_charge:R:1
C 1.63105 -0.62412 0.51178 -0.684
C 1.44708 0.85479 0.28942 -0.548
O -0.79060 2.36325 0.52090 -0.951
O -0.50930 1.17911 -1.59970 -0.948
O -1.99856 0.17003 0.41923 -1.131
P -3.46012 -0.54005 0.00911 0.639
S -0.38322 1.15498 -0.13464 2.090
H 1.17508 -0.99433 1.44725 0.187
H 1.33342 -1.06956 -0.42258 0.210
H 2.64579 -0.92977 0.48657 0.196
H 1.51422 1.23673 1.26776 0.143
H -4.44721 0.58340 -0.07713 -0.112
H -3.38290 -0.41726 -1.43742 -0.090
```

The SMILES is CC=[S@@](=O)([O-])OP. As for the net charge: -1. The LUMO energy (spin up / spin down) is 3.52 / 3.52 eV. The largest force on an atom is 2.8 eV/A. For the HOMO energy (spin up / spin down), the calculation gives -4.2 / -4.2 eV.

---

Formula: C3H5HgO4
Source: the Open Molecules 2025 dataset
Level of theory: ωB97M-V/def2-TZVPD

Geometry as XYZ:
```
13
Properties=species:S:1:pos:R:3:nbo_charge:R:1
C 0.02268 1.47873 -1.50555 -0.699
C 0.75778 0.17982 -1.38377 0.100
O 0.01899 -0.93835 -1.27986 -0.910
Hg -0.76367 -1.84096 0.11884 1.505
H 0.66856 2.31341 -1.19963 0.224
H -0.31862 1.65145 -2.53950 0.218
H -0.88483 1.44648 -0.87009 0.211
H 0.97451 0.01146 1.10824 0.546
H 1.76204 0.06310 -1.83144 0.154
O 0.43028 -0.93711 1.52359 -0.913
C -0.60271 -1.07639 2.43238 0.941
O -1.47503 -1.87456 1.93664 -0.781
O -0.58997 -0.47707 3.49012 -0.597
```

As for the net charge: 0. As for the multiplicity: 2. The LUMO energy (spin up / spin down) is -0.54 / -0.56 eV. The largest force on an atom is 7.1 eV/A. For the HOMO energy (spin up / spin down), the calculation gives -7.3 / -10.2 eV.

---

Formula: C4H13NO
Source: the Open Molecules 2025 dataset
Level of theory: ωB97M-V/def2-TZVPD

Geometry as XYZ:
```
19
Properties=species:S:1:pos:R:3:nbo_charge:R:1
C -0.68277 -2.89092 2.46623 -0.599
C -1.76862 -1.71414 2.45405 -0.383
C -1.87991 -1.05686 3.87509 -0.608
H 0.41406 -2.54818 2.85423 0.198
H -0.89350 -3.48638 3.29904 0.196
H -0.75570 -3.41159 1.59290 0.206
H -1.52081 -0.96231 1.72911 0.191
H -2.81023 -2.10888 2.21382 0.194
H -1.00377 -0.69222 4.30222 0.200
H -2.21868 -1.93778 4.42632 0.200
H -2.59485 -0.17534 3.84185 0.205
N 0.76729 2.04730 -1.94273 -0.888
C 1.92946 2.06826 -2.75689 0.123
O 1.55219 1.58191 -4.18136 -0.784
H -0.03797 1.44998 -2.05203 0.394
H 0.69992 2.57323 -1.13256 0.378
H 2.86471 1.49055 -2.54174 0.142
H 2.16960 3.14686 -2.92734 0.158
H 2.30971 1.23764 -4.78666 0.478
```

The SMILES is CCC.NCO. As for the net charge: 0. The LUMO energy is 0.93 eV. The largest force on an atom is 5.2 eV/A. For the HOMO energy, the calculation gives -9.0 eV.

---

E, respectively: -28435.429; -15551.373; -7894.263 eV.
Energy above the lowest of the compared OMol25 structures with the same formula, charge and spin, respectively: 138.4; 76.6; 55.3 kcal/mol.